[1]
This record from the OMol25 dataset describes a single C3H3NOS molecule. The level of theory is ωB97M-V/def2-TZVPD.

## Properties
Energy   -17529.8419 eV
SMILES   Cn1c(=O)c1=S
Kohn-Sham gap   8.81 eV
ΔE to the lowest compared entry with this formula, charge and spin   2.098 eV

The geometry in ORCA input format:
```
! wB97M-V def2-TZVPD RIJCOSX def2/J DEFGRID3
* xyz 0 1
C -0.933 0.184 0.902
N -0.027 -0.191 -0.143
C 0.394 -0.296 -1.478
O -0.064 -0.341 -2.563
C 1.442 -0.161 -0.484
S 2.797 -0.081 0.384
H -0.338 0.384 1.811
H -1.516 1.094 0.511
H -1.755 -0.592 1.061
*
```

***

[2]
This record from the OMol25 dataset describes 7 unconnected molecules or ions with the total composition C50H75F19IN3O19PS2. The level of theory is ωB97M-V/def2-TZVPD.

## Properties
Energy   -187124.1066 eV
Kohn-Sham gap   7.85 eV
ΔE to the lowest compared entry with this formula, charge and spin   0.000 eV

The geometry in ORCA input format:
```
! wB97M-V def2-TZVPD RIJCOSX def2/J DEFGRID3
* xyz 1 1
C 6.469 3.719 0.899
C 5.276 3.113 0.284
C 5.502 2.817 -1.140
C 4.415 2.080 -1.743
O 3.299 2.943 -1.865
C 2.083 2.339 -1.961
F 1.306 3.277 -2.493
C 1.645 2.139 -0.538
N 0.683 1.031 -0.321
C -0.652 1.308 -0.915
C -1.198 2.695 -0.784
C -1.362 3.282 0.579
I -1.852 5.351 0.365
S 0.723 0.765 1.493
C -0.945 0.401 1.952
C -0.872 -0.616 3.036
O 0.098 -1.360 3.196
O -1.936 -0.642 3.836
C -3.224 -0.778 3.242
C -3.453 -2.069 2.544
C -4.701 -2.743 2.968
O -3.513 -1.703 1.147
C -3.529 -2.689 0.212
O -4.603 -3.137 -0.189
C -2.229 -3.083 -0.315
S -1.232 -4.095 0.775
C 1.355 -0.227 -0.887
C 0.719 -1.525 -0.534
C 1.601 -2.307 0.361
C 2.861 -2.736 -0.319
C 3.810 -3.266 0.691
N 4.681 -2.234 1.183
C 5.276 -1.263 0.491
C 5.979 -0.592 1.302
C 5.826 -1.118 2.526
C 5.046 -2.093 2.443
C 1.708 -0.105 -2.333
P 0.514 -0.778 -3.628
O -0.818 -1.259 -2.895
O 1.195 -2.087 -4.147
N 2.049 1.215 -2.812
H 6.676 4.682 0.517
H 6.353 3.821 1.947
H 7.330 3.124 0.741
H 4.496 3.807 0.425
H 5.083 2.233 0.836
H 6.367 2.204 -1.210
H 5.721 3.702 -1.677
H 4.704 1.685 -2.679
H 4.190 1.258 -1.086
H 2.493 1.917 0.039
H 1.291 3.052 -0.163
H -1.367 0.597 -0.622
H -0.531 1.164 -1.949
H -0.659 3.372 -1.373
H -2.156 2.656 -1.220
H -2.168 2.886 1.125
H -0.484 3.301 1.139
H -1.458 1.247 2.308
H -1.537 -0.051 1.195
H -3.894 -0.681 4.035
H -3.457 0.009 2.563
H -2.648 -2.716 2.775
H -4.577 -3.788 2.906
H -4.938 -2.526 3.975
H -5.508 -2.477 2.340
H -2.384 -3.646 -1.183
H -1.726 -2.196 -0.607
H -0.678 -3.134 1.477
H 2.261 -0.244 -0.351
H 0.571 -2.123 -1.391
H -0.243 -1.408 -0.116
H 1.886 -1.715 1.193
H 1.113 -3.168 0.742
H 2.600 -3.509 -0.999
H 3.283 -1.925 -0.843
H 4.396 -4.025 0.236
H 3.285 -3.706 1.482
H 5.136 -1.160 -0.537
H 6.570 0.219 1.043
H 6.282 -0.789 3.396
H 4.729 -2.689 3.232
H 2.571 -0.711 -2.441
H -1.519 -0.671 -3.149
H 1.494 -1.889 -5.026
H 1.561 1.424 -3.667
C -7.087 -2.937 -2.195
C -7.808 -2.413 -0.976
O -9.049 -1.739 -1.285
C -10.097 -2.516 -1.465
O -10.138 -3.702 -1.411
C -11.334 -1.632 -1.724
F -11.040 -0.653 -2.580
F -11.729 -1.084 -0.574
F -12.313 -2.356 -2.218
H -6.911 -2.140 -2.921
H -6.133 -3.355 -1.888
H -7.662 -3.712 -2.699
H -7.201 -1.662 -0.476
H -7.999 -3.212 -0.264
C -1.873 -7.509 6.072
C -0.535 -7.999 5.570
O -0.013 -7.133 4.533
C 0.607 -6.055 4.936
O 0.799 -5.685 6.053
C 1.134 -5.282 3.712
F 0.204 -5.203 2.749
F 2.204 -5.887 3.213
F 1.471 -4.050 4.053
H -2.573 -7.401 5.245
H -2.283 -8.215 6.790
H -1.779 -6.539 6.557
H -0.631 -8.974 5.102
H 0.190 -8.088 6.374
C -8.585 2.093 -0.878
C -7.570 1.387 -1.745
O -6.934 2.318 -2.661
C -5.928 3.010 -2.213
O -5.407 2.960 -1.136
C -5.413 3.936 -3.335
F -6.406 4.538 -3.960
F -4.721 3.216 -4.222
F -4.601 4.851 -2.822
H -9.310 2.620 -1.495
H -9.109 1.371 -0.257
H -8.107 2.827 -0.230
H -8.059 0.648 -2.371
H -6.818 0.874 -1.149
C 6.190 8.514 -5.152
C 7.262 7.467 -5.351
O 8.154 7.405 -4.217
C 7.747 6.698 -3.194
O 6.723 6.095 -3.085
C 8.840 6.712 -2.106
F 9.326 7.936 -1.938
F 9.843 5.911 -2.465
F 8.355 6.286 -0.951
H 6.641 9.482 -4.940
H 5.579 8.599 -6.048
H 5.543 8.258 -4.316
H 7.894 7.718 -6.197
H 6.835 6.484 -5.537
C -1.985 2.607 -8.628
C -0.835 1.699 -8.998
O 0.432 2.256 -8.576
C 0.768 2.062 -7.331
O 0.162 1.477 -6.483
C 2.158 2.678 -7.067
F 2.258 3.885 -7.603
F 3.095 1.891 -7.593
F 2.363 2.768 -5.760
H -1.828 3.605 -9.033
H -2.917 2.209 -9.023
H -2.080 2.700 -7.547
H -0.756 1.598 -10.075
H -0.957 0.704 -8.579
C 2.274 -2.921 7.529
C 1.282 -3.533 8.491
O 1.634 -3.231 9.858
C 1.252 -2.056 10.302
O 0.651 -1.214 9.711
C 1.663 -1.912 11.782
F 2.907 -2.339 11.971
F 0.841 -2.638 12.538
F 1.582 -0.648 12.150
H 3.286 -3.243 7.771
H 2.040 -3.224 6.511
H 2.252 -1.833 7.584
H 1.300 -4.614 8.414
H 0.267 -3.202 8.285
*
```

***

[3]
This record from the OMol25 dataset describes a molecular structure, C5H10O. The level of theory is ωB97M-V/def2-TZVPD.

## Properties
Energy   -7392.0268 eV
Kohn-Sham gap   9.86 eV
ΔE to the lowest compared entry with this formula, charge and spin   2.739 eV

The geometry in ORCA input format:
```
! wB97M-V def2-TZVPD RIJCOSX def2/J DEFGRID3
* xyz 0 1
C -1.615 0.859 -0.755
C -0.443 -0.070 -0.469
C -0.657 -0.868 1.264
C 0.916 0.490 -0.796
O 1.078 1.396 -1.602
C 2.084 -0.144 -0.061
H -1.525 1.380 -1.721
H -1.658 1.652 0.006
H -2.561 0.316 -0.758
H -0.546 -1.137 -0.281
H -0.493 -0.021 1.897
H 0.017 -1.712 1.540
H -1.687 -1.264 1.367
H 2.081 0.187 0.988
H 1.991 -1.236 -0.084
H 3.018 0.172 -0.535
*
```

***

| no. | HOMO energy (eV) |
| --- | --- |
| 1 | -9.332 |
| 2 | -10.667 |
| 3 | -9.122 |